1.
Here is a cluster of 2 separate species, C29H36Br3F2NO5SSi in total at a distorted geometry from the Open Molecules 2025 dataset. Energies are from ωB97M-V with the def2-TZVPD basis set.

Computed properties:
HOMO   -9.2 eV
Calculated total energy   -276654.8233 eV
Structure (SMILES)   C/C(Br)=C(/Br)c1c(Br)c(C(F)(F)CC[Si](C)(C)c2ccccc2)c(S)c2c1C(=O)N(C)C2=O.COCCOCCOC
ΔE to the lowest compared entry with this formula, charge and spin   0.0 kJ/mol

Geometry as XYZ:
```
78
Properties=species:S:1:pos:R:3:forces:R:3
C -2.4752 -4.3536 -0.0228 -0.27 -0.95 -0.09
C -1.1330 -5.0892 0.2290 0.77 0.40 0.19
Br -1.2398 -7.0343 0.4980 -0.36 1.45 -0.23
C 0.0982 -4.5055 0.2840 -0.98 0.35 -0.44
Br 1.7014 -5.5794 0.6033 -0.88 1.08 -0.04
C 0.2133 -2.9606 0.1250 0.05 0.04 0.56
C 0.9376 -2.3386 -1.0158 -0.60 0.93 1.02
Br 1.7601 -3.5819 -2.2551 -0.54 0.77 0.61
C 1.0501 -0.8972 -1.2222 -1.83 -1.08 2.00
C 1.7482 -0.1594 -2.3940 0.80 1.38 0.32
F 0.7958 0.7174 -2.9563 1.09 -1.07 0.46
F 2.2085 -0.9265 -3.4445 -0.87 0.26 1.07
C 3.0141 0.6400 -1.8411 0.32 -0.38 -0.08
C 3.6451 -0.0013 -0.5440 -0.43 0.33 0.41
Si 5.4092 0.7059 -0.1745 0.10 -0.62 0.44
C 6.5470 -0.8286 -0.0319 -0.03 -0.36 0.26
C 6.0112 1.9661 -1.4681 0.23 0.45 -0.57
C 5.3798 1.5678 1.5377 -0.24 1.50 1.79
C 5.8556 0.9605 2.7860 -0.98 2.23 0.43
C 5.7405 1.7082 4.0505 -0.62 0.81 -1.54
C 5.1593 3.0607 4.0943 0.27 -0.99 -1.82
C 4.7100 3.6958 2.8575 0.95 -2.52 -0.18
C 4.8255 2.9383 1.6025 0.42 -0.43 1.83
C 0.4159 -0.0393 -0.1661 -1.05 -2.16 0.07
S 0.4556 1.7762 -0.1374 0.04 -0.14 -0.05
C -0.2653 -0.6868 0.9408 -0.14 -1.74 0.38
C -0.4175 -2.1477 1.1541 1.99 1.15 -3.50
C -1.1973 -2.4900 2.4637 0.81 1.83 -1.98
O -1.7145 -3.5069 2.7952 0.34 0.53 0.30
N -1.1722 -1.1985 3.1632 1.11 -0.23 0.36
C 0.2078 -1.1926 3.8119 0.90 0.13 1.60
C -0.9849 -0.1049 2.2022 -0.20 -0.04 -1.72
O -1.3667 1.0143 2.3690 0.28 -0.66 0.34
H -2.3491 -3.3097 -0.4137 0.05 -1.09 0.32
H -3.0569 -4.9820 -0.7588 0.62 0.82 0.60
H -3.1109 -4.3222 0.9073 0.87 -0.07 -0.81
H 3.8074 0.6017 -2.6378 -1.03 -0.04 0.47
H 2.7777 1.7230 -1.6697 -0.02 -1.14 -0.17
H 3.0426 0.2464 0.3820 0.42 -0.19 -1.03
H 3.6690 -1.1320 -0.5723 0.10 1.16 -0.23
H 6.4589 -1.2260 1.0225 0.21 0.38 -1.07
H 7.6235 -0.5895 -0.2377 -0.93 -0.33 0.19
H 6.1915 -1.6699 -0.6945 0.50 0.94 0.48
H 6.9162 1.5478 -2.0007 -0.81 0.58 0.65
H 5.2726 2.2105 -2.2750 0.52 -0.29 0.73
H 6.2629 2.9507 -0.9765 -0.03 -1.10 -0.49
H 6.3010 -0.0658 2.8055 -0.49 1.15 -0.05
H 6.1094 1.2330 4.9937 -0.42 0.54 -0.98
H 5.0624 3.6340 5.0516 0.21 -0.81 -0.97
H 4.2900 4.7265 2.8695 0.38 -1.01 -0.05
H 4.4656 3.4505 0.6751 0.40 -0.64 0.82
H -0.6809 2.1832 -0.7978 0.52 -0.87 0.28
H 0.7818 -2.1381 3.6271 -0.59 0.73 -0.01
H 0.1471 -1.0693 4.9275 -0.23 -0.11 -1.12
H 0.8499 -0.3450 3.4346 -0.71 -0.84 0.26
C -4.3495 0.7572 -4.4661 0.06 0.07 0.23
O -4.6082 1.3368 -3.2037 -0.19 -0.20 -0.09
C -5.6223 2.3321 -3.2609 0.35 -0.06 0.34
C -6.3438 2.4404 -1.9274 -0.20 0.04 -0.14
O -7.2914 1.3983 -1.7064 0.24 -0.04 0.00
C -6.7583 0.1104 -1.4051 -0.23 0.03 0.15
C -6.1415 0.0170 -0.0186 0.40 0.02 -0.37
O -4.8382 0.5829 -0.0203 -0.09 0.21 0.06
C -4.4386 1.0256 1.2626 0.04 -0.08 -0.26
H -3.9689 1.5082 -5.1659 -0.04 -0.05 -0.13
H -3.5971 -0.0206 -4.3335 0.01 0.10 0.05
H -5.2563 0.2928 -4.8685 -0.01 0.06 -0.12
H -6.3492 2.1000 -4.0475 -0.02 0.00 0.02
H -5.1354 3.2878 -3.4913 -0.19 0.13 -0.07
H -6.9300 3.3632 -1.9403 -0.05 -0.07 -0.06
H -5.6449 2.5214 -1.0933 0.16 -0.13 -0.13
H -6.0647 -0.2195 -2.1802 0.19 0.06 0.15
H -7.6156 -0.5667 -1.4345 -0.05 0.09 0.04
H -6.0492 -1.0363 0.2724 -0.22 -0.07 0.08
H -6.7854 0.5390 0.6981 -0.04 -0.03 0.00
H -5.1252 1.7929 1.6369 -0.04 -0.07 0.12
H -3.4467 1.4662 1.1740 -0.06 -0.08 -0.03
H -4.3950 0.1848 1.9632 -0.02 0.08 0.15
```
Positions in Å, forces in eV/Å.

How is the electron density shared among the atoms? According to Löwdin, the charges in e are: -0.11, -0.69, 0.66, -0.69, 0.64, -0.18, -0.46, 0.79, -0.12, -0.45, 0.02, 0.01, -0.16, -0.23, 0.61, -0.19, -0.18, -0.24, -0.08, -0.08, -0.09, -0.08, -0.09, -0.40, 0.83, -0.05, -0.01, -0.35, 0.16, 0.00, -0.02, -0.40, 0.11, 0.09, 0.08, 0.09, 0.11, 0.09, 0.07, 0.09, 0.02, 0.04, 0.04, 0.04, 0.03, 0.04, 0.08, 0.09, 0.10, 0.10, 0.09, -0.08, 0.11, 0.10, 0.11, -0.11, -0.21, -0.20, -0.18, -0.13, -0.18, -0.20, -0.21, -0.10, 0.09, 0.09, 0.09, 0.13, 0.13, 0.13, 0.12, 0.12, 0.13, 0.13, 0.13, 0.09, 0.07, 0.09

---

2.
Here is a structure of composition C29H36BrN2O3PTc from the Open Molecules 2025 dataset. Energies are from ωB97M-V with the def2-TZVPD basis set.

Computed properties:
HOMO (alpha / beta)   -13.9 / -13.9 eV
Net charge   +2
Calculated total energy   -121297.8144 eV
Spin multiplicity   4
ΔE to the lowest compared entry with this formula, charge and spin   8.3 kJ/mol

Geometry as XYZ:
```
73
Properties=species:S:1:pos:R:3:forces:R:3
Tc -0.4012 1.1766 0.4335 -0.38 -0.07 0.20
C -4.7366 -0.4261 -0.8429 -0.04 0.07 0.13
N -4.5549 0.2665 0.4422 -0.08 -0.02 -0.09
C -5.7615 0.8343 1.0607 0.07 -0.05 -0.09
C -3.3535 0.4733 0.9345 -0.06 -0.05 -0.09
O -2.3032 0.0191 0.4224 0.00 0.00 -0.04
C -3.2244 1.3023 2.2004 0.08 0.05 0.01
O -1.8472 1.6004 2.4020 0.36 0.03 -0.01
C -1.2486 1.1492 3.6104 -0.10 0.04 -0.07
C -0.0483 0.2796 3.2893 -0.03 0.21 -0.54
O 0.3222 0.1958 2.0787 0.17 -0.26 0.44
N 0.5907 -0.3285 4.2483 0.19 -0.22 0.33
C 0.1674 -0.2509 5.6568 0.09 -0.04 -0.13
C 1.7678 -1.1731 3.9787 -0.08 0.06 0.12
H -5.5453 -1.1481 -0.7451 0.02 0.02 0.02
H -4.9954 0.2993 -1.6155 0.00 0.00 0.04
H -3.8232 -0.9384 -1.1199 0.05 0.01 0.03
H -6.5964 0.1708 0.8568 -0.01 -0.04 -0.01
H -5.6576 0.9103 2.1396 0.00 -0.02 -0.01
H -5.9901 1.8167 0.6453 0.04 -0.01 -0.02
H -3.7765 2.2352 2.1148 0.02 0.11 -0.01
H -3.6219 0.7399 3.0462 -0.03 0.00 0.04
H -0.9164 2.0147 4.1835 0.00 0.11 0.04
H -1.9613 0.5942 4.2172 -0.09 -0.03 0.01
H -0.4133 0.6445 5.8544 0.02 0.01 -0.02
H -0.4122 -1.1319 5.9293 -0.01 -0.03 -0.03
H 1.0572 -0.2154 6.2789 0.05 0.01 0.00
H 1.9674 -1.2173 2.9157 -0.04 0.04 -0.07
H 2.6314 -0.7533 4.4934 -0.03 0.01 0.01
H 1.5784 -2.1753 4.3620 -0.02 0.03 0.00
C -1.3029 -0.3049 -3.2389 0.12 0.08 -0.04
C -0.1880 0.6490 -3.6056 -0.09 -0.10 0.01
C -0.2209 1.2943 -4.8347 -0.03 0.03 -0.03
C 0.7868 2.1702 -5.2224 -0.06 -0.01 -0.05
C 1.8536 2.4281 -4.3773 0.04 0.06 -0.01
C 1.9134 1.7976 -3.1454 -0.02 -0.01 0.05
C 0.9078 0.9088 -2.7667 0.05 -0.02 0.02
P 1.0463 0.0721 -1.1771 0.24 -0.05 -0.12
C 1.0430 -1.7051 -1.5665 -0.11 0.10 0.04
C 1.7721 -2.0029 -2.7244 -0.08 0.00 -0.04
C 1.9305 -3.3126 -3.1393 0.04 -0.06 -0.04
C 1.3418 -4.3346 -2.4096 0.01 0.01 0.02
C 0.6090 -4.0385 -1.2700 -0.01 -0.04 -0.02
C 0.4487 -2.7309 -0.8208 -0.02 0.02 0.14
C -0.3609 -2.4809 0.4250 0.09 0.07 -0.07
C 2.6347 0.4722 -0.4240 -0.06 -0.08 -0.03
C 3.8168 -0.2321 -0.6570 -0.04 -0.03 0.02
C 4.9942 0.2110 -0.0777 0.02 -0.01 0.01
C 4.9845 1.3425 0.7328 0.00 -0.01 0.00
C 3.8023 2.0290 0.9723 0.12 0.00 0.10
C 2.6142 1.5992 0.3944 -0.09 0.20 0.08
C 1.3295 2.3617 0.5877 -0.14 -0.22 -0.13
H -2.2233 -0.0213 -3.7496 0.03 0.01 -0.01
H -1.5165 -0.3126 -2.1663 0.03 0.01 0.01
H -1.0582 -1.3283 -3.5351 0.01 0.03 0.02
H -1.0570 1.1100 -5.5022 0.07 0.02 0.05
H 0.7343 2.6559 -6.1896 -0.01 -0.03 0.06
H 2.6360 3.1160 -4.6727 -0.04 -0.04 0.01
H 2.7460 1.9962 -2.4813 0.00 -0.03 -0.02
H 2.2024 -1.2077 -3.3204 0.02 0.01 0.02
H 2.5041 -3.5291 -4.0324 -0.04 0.01 0.05
H 1.4530 -5.3638 -2.7275 -0.02 0.04 0.01
H 0.1439 -4.8424 -0.7096 0.05 0.05 -0.03
H -0.6076 -3.4212 0.9148 0.01 -0.03 -0.02
H -1.2983 -1.9705 0.1931 0.09 -0.05 0.02
H 0.1904 -1.8672 1.1419 -0.05 -0.09 -0.10
H 3.8215 -1.1236 -1.2722 -0.03 0.04 0.00
H 5.9184 -0.3264 -0.2552 -0.07 0.05 0.02
H 5.9056 1.6900 1.1846 -0.03 -0.02 -0.02
H 3.8040 2.9076 1.6094 0.01 -0.05 -0.05
H 1.2516 3.1938 -0.1111 0.03 0.03 -0.07
H 1.2741 2.7860 1.5972 -0.03 0.01 0.05
Br -1.4746 2.7012 -1.0422 -0.15 0.15 -0.07
```
Positions in Å, forces in eV/Å.

How is the electron density shared among the atoms? According to Löwdin, the charges in e are: 1.17, 0.02, -0.10, 0.01, -0.43, -0.17, -0.08, -0.19, -0.07, -0.35, -0.17, -0.09, 0.02, 0.03, 0.10, 0.11, 0.08, 0.10, 0.09, 0.12, 0.15, 0.15, 0.16, 0.14, 0.09, 0.12, 0.11, 0.09, 0.11, 0.11, -0.05, -0.30, -0.02, -0.04, -0.05, -0.07, -0.37, 1.07, -0.30, -0.09, -0.05, -0.04, -0.02, -0.25, -0.04, -0.33, -0.05, -0.05, -0.04, -0.02, -0.32, -0.27, 0.09, 0.03, 0.10, 0.13, 0.12, 0.12, 0.11, 0.12, 0.12, 0.12, 0.12, 0.09, 0.06, 0.05, 0.11, 0.12, 0.12, 0.12, 0.05, 0.08, 0.28